Record 1
{
  "formula": "C5H8BN",
  "method": "the ωB97M-V functional and the def2-TZVPD basis",
  "multiplicity": 1,
  "max_force_ev_per_a": 5.73,
  "gap_ha": 0.3435,
  "e_above_lowest_kj_mol": 328.76,
  "elements": ["B", "C", "C", "C", "C", "C", "N", "H", "H", "H", "H", "H", "H", "H", "H"],
  "xyz": [[-0.004, 1.209, -0.058], [-1.541, 1.206, -0.114], [-2.119, -0.015, 0.024], [-1.387, -1.246, -0.091], [-0.019, -1.185, -0.226], [2.075, -0.035, -0.026], [0.676, -0.007, -0.191], [1.518, 2.509, 0.564], [-2.264, 2.118, -0.061], [-3.111, 0.034, 0.221], [-1.794, -2.156, -0.029], [0.517, -2.020, -0.255], [2.573, 0.870, 0.185], [2.418, -0.671, 0.982], [2.461, -0.613, -0.926]]
}

Record 2
{
  "formula": "C30H60O10",
  "method": "the ωB97M-V functional and the def2-TZVPD basis",
  "multiplicity": 1,
  "max_force_ev_per_a": 3.75,
  "gap_ha": 0.3543,
  "e_above_lowest_kj_mol": 179.30,
  "elements": ["C", "C", "O", "C", "H", "H", "H", "H", "H", "H", "C", "C", "O", "C", "H", "H", "H", "H", "H", "H", "C", "C", "O", "C", "H", "H", "H", "H", "H", "H", "C", "C", "O", "C", "H", "H", "H", "H", "H", "H", "C", "C", "O", "C", "H", "H", "H", "H", "H", "H", "C", "C", "O", "C", "H", "H", "H", "H", "H", "H", "C", "C", "O", "C", "H", "H", "H", "H", "H", "H", "C", "C", "O", "C", "H", "H", "H", "H", "H", "H", "C", "C", "O", "C", "H", "H", "H", "H", "H", "H", "C", "C", "O", "C", "H", "H", "H", "H", "H", "H"],
  "xyz": [[19.351, 25.352, -11.630], [20.499, 24.568, -11.069], [21.638, 25.027, -11.079], [20.151, 23.178, -10.636], [19.745, 25.919, -12.473], [18.982, 25.987, -10.824], [18.558, 24.689, -11.977], [19.299, 22.759, -11.171], [19.751, 23.308, -9.630], [21.057, 22.577, -10.562], [12.322, 24.512, -13.301], [13.683, 25.066, -13.717], [13.901, 25.245, -14.925], [14.679, 25.301, -12.588], [12.230, 23.532, -13.770], [11.545, 25.200, -13.632], [12.192, 24.353, -12.231], [14.117, 25.843, -11.827], [15.524, 25.821, -13.039], [15.181, 24.418, -12.189], [16.894, 23.785, -6.890], [16.875, 23.144, -8.222], [17.800, 22.390, -8.541], [15.802, 23.487, -9.162], [16.074, 23.612, -6.193], [16.987, 24.863, -7.019], [17.780, 23.425, -6.365], [15.584, 24.546, -9.021], [14.957, 22.877, -8.843], [16.042, 23.267, -10.202], [22.721, 21.022, -8.630], [21.514, 20.204, -8.275], [21.363, 19.001, -8.568], [20.508, 20.796, -7.362], [22.405, 21.980, -9.043], [23.306, 20.512, -9.395], [23.357, 21.107, -7.748], [20.018, 21.677, -7.778], [20.966, 20.896, -6.379], [19.666, 20.128, -7.182], [20.131, 26.124, -6.314], [20.181, 26.904, -7.583], [19.214, 27.497, -8.011], [21.492, 27.097, -8.303], [19.157, 26.160, -5.828], [20.845, 26.500, -5.582], [20.357, 25.071, -6.480], [21.362, 27.625, -9.248], [22.051, 26.174, -8.450], [22.138, 27.695, -7.661], [16.033, 19.746, -8.822], [14.746, 19.088, -9.212], [14.550, 18.717, -10.325], [13.809, 18.553, -8.072], [16.471, 19.566, -7.840], [15.907, 20.818, -8.974], [16.790, 19.409, -9.530], [13.038, 19.288, -7.842], [14.332, 18.316, -7.146], [13.259, 17.682, -8.429], [13.013, 20.736, -12.850], [12.918, 21.372, -11.463], [13.453, 22.460, -11.273], [12.039, 20.644, -10.478], [13.623, 21.325, -13.534], [12.073, 20.726, -13.402], [13.328, 19.696, -12.764], [12.372, 20.875, -9.466], [12.060, 19.585, -10.737], [10.996, 20.960, -10.455], [16.397, 28.565, -6.609], [15.184, 27.680, -6.710], [15.165, 26.581, -6.127], [13.994, 28.252, -7.431], [16.251, 29.493, -6.056], [16.694, 28.914, -7.598], [17.192, 27.991, -6.133], [13.968, 27.870, -8.451], [14.090, 29.338, -7.455], [13.095, 28.077, -6.840], [10.782, 23.559, -8.453], [12.094, 23.482, -7.697], [12.586, 22.404, -7.343], [12.878, 24.768, -7.468], [10.906, 24.040, -9.423], [10.023, 24.160, -7.952], [10.492, 22.510, -8.503], [13.608, 24.575, -6.682], [12.230, 25.560, -7.093], [13.380, 25.214, -8.327], [14.771, 20.252, -3.217], [15.479, 21.250, -4.019], [16.071, 22.199, -3.520], [15.603, 21.003, -5.542], [13.782, 20.602, -2.924], [15.240, 20.084, -2.248], [14.654, 19.292, -3.721], [14.799, 21.532, -6.053], [15.473, 19.938, -5.733], [16.597, 21.370, -5.799]]
}

Record 3
{
  "formula": "C4H12P2S2",
  "method": "the ωB97M-V functional and the def2-TZVPD basis",
  "multiplicity": 1,
  "max_force_ev_per_a": 3.85,
  "gap_ha": 0.3335,
  "e_above_lowest_kj_mol": 68.83,
  "elements": ["C", "C", "C", "C", "P", "P", "S", "S", "H", "H", "H", "H", "H", "H", "H", "H", "H", "H", "H", "H"],
  "xyz": [[-3.395, -1.091, 0.033], [2.480, 1.423, 1.086], [-1.097, 0.309, -0.443], [0.373, 0.535, -0.927], [-1.681, -1.482, -0.561], [1.763, -0.123, 0.178], [3.232, -0.452, -1.322], [1.147, -1.371, 1.494], [-3.959, -2.097, -0.036], [-3.486, -0.619, 1.030], [-3.764, -0.429, -0.806], [3.248, 1.776, 0.346], [1.814, 2.348, 1.285], [2.942, 1.049, 2.060], [-1.201, 0.717, 0.649], [-1.814, 1.073, -1.003], [0.506, 0.230, -1.905], [0.449, 1.707, -1.025], [-1.178, -1.862, 0.715], [3.622, -1.639, -0.848]]
}

Question: What is the formula in the third record?
Answer: C4H12P2S2

Question: multiplicity of number 1 (C5H8BN)?
Answer: 1

Question: multiplicity of number 3 (C4H12P2S2)?
Answer: 1

Question: Look up the multiplicity of the third one.
Answer: 1